Record 1
67
Properties=species:S:1:pos:R:3:forces:R:3 method="wB97M-V/def2-TZVPD" e_lumo_ha="-0.03921 / -0.03897" multiplicity=1 e_homo_ev="-6.1 / -6.1" homo_lumo_gap_ha="0.184 / 0.184"
H -1.9540 -4.6133 3.0263 0.0 0.2 -0.2
H -1.4868 5.8142 -0.8430 0.3 -0.1 -0.3
H -1.9712 -5.1207 -2.2357 -0.1 0.1 0.3
H 2.0011 4.1370 2.3493 -0.3 -0.1 0.0
C -0.4489 4.0532 -1.6826 0.3 1.0 -0.3
C -1.9333 -3.9880 2.1182 0.1 0.0 0.3
F 2.8932 -0.5099 1.7211 -1.3 -0.5 -0.1
H -3.7577 -2.6760 0.1219 0.3 0.1 -0.1
H 2.1630 -2.3968 -1.3151 0.2 -0.6 0.1
C -1.4175 3.9885 1.6423 0.1 0.0 -0.1
H 0.1527 5.4355 1.1374 -0.4 0.3 1.0
H -0.7416 -5.3311 0.8974 0.1 0.0 0.6
H 0.2625 3.8825 -2.5192 -0.4 0.0 0.2
H -1.5129 2.8886 1.6966 0.0 0.4 -0.1
H -2.6872 -5.2313 -0.6052 0.0 0.1 -0.1
C 0.0403 4.3635 1.3441 0.4 1.2 -0.8
H 3.8676 2.2140 -0.3325 0.1 0.1 0.3
C 3.2047 2.8345 0.2808 0.0 0.0 -0.2
H -1.7255 -2.7774 -2.1624 0.1 0.0 0.2
H -0.2102 0.4516 1.1069 -0.1 0.4 0.0
H 0.0338 6.2012 -1.7018 -0.2 -0.2 0.0
H 2.3399 3.1771 -1.6618 -0.1 0.2 0.4
C 0.8526 -5.6295 -1.0891 -0.1 0.4 -0.2
C 0.7879 -4.0944 -1.2927 -0.3 -0.3 -0.2
H 2.8640 -3.9091 -1.9224 -0.2 0.1 0.4
H 0.6205 4.5148 3.3983 0.1 -0.1 0.0
H -1.4155 5.7063 -2.6230 -0.1 0.4 0.1
H -1.6852 4.4099 2.6200 -0.1 -0.1 -0.2
H 2.4604 5.5191 -1.8548 0.1 -0.1 0.3
C 0.5841 -4.1655 2.1854 0.0 -0.1 0.0
H -2.1194 3.2051 -2.7343 -0.1 -0.2 0.2
H 1.5758 -6.0373 -1.8065 -0.1 0.0 0.2
C 2.3431 3.6842 -0.6762 -0.2 1.0 -0.5
Ce 0.8553 -1.0343 1.3526 0.7 1.2 -0.8
P 0.5797 3.6847 -0.2768 -0.2 -4.7 1.7
H -0.1178 -6.1079 -1.2779 0.3 0.0 0.2
C 2.1966 -3.4850 -1.1499 -0.1 0.1 -0.3
C 0.9323 3.9445 2.5184 0.0 -0.1 -0.2
H -1.1860 1.9983 -1.7812 -0.2 0.5 0.1
C -2.0593 -3.1959 -1.2015 0.0 -0.1 -0.1
H -2.8527 -4.2056 1.5666 0.2 0.1 0.0
H -1.9267 -2.9323 2.4440 -0.2 -0.5 -0.2
H 0.5671 -4.9090 2.9912 -0.1 0.1 0.0
C -0.6717 -4.3136 1.3114 -0.5 -0.2 -1.1
H 2.6368 -3.7049 -0.1631 -0.1 0.0 -0.3
H -3.7606 -1.9016 -1.4677 0.1 -0.1 0.2
H 0.6184 -3.1840 2.7233 -0.1 -0.7 -0.3
P -0.4988 -3.2078 -0.2325 0.9 -0.4 1.6
H 3.8137 3.4928 0.9119 -0.1 -0.3 0.0
Cl 0.6928 -0.5465 -1.2464 0.0 0.6 0.3
C -2.6012 -4.6054 -1.4974 -0.2 0.2 -0.3
C -3.1100 -2.2155 -0.6382 -0.1 0.0 -0.1
H -2.1259 4.3793 0.8975 0.2 -0.2 0.2
H 2.5607 5.8080 -0.0941 0.1 -0.2 -0.1
H 0.7900 2.8724 2.7382 0.1 0.3 -0.1
H -3.5991 -4.5089 -1.9458 0.2 -0.1 0.1
C -1.5962 3.0224 -1.7852 0.2 0.5 -0.4
H 1.2049 -5.8792 -0.0779 -0.1 0.0 -0.3
H 1.5167 -4.3580 1.6341 -0.2 0.3 0.1
H -2.3048 3.1383 -0.9524 0.2 -0.1 -0.3
H 2.6281 2.1387 0.9120 0.1 0.4 -0.3
Cl -0.8811 -0.7063 3.3286 0.6 -0.2 -0.3
H 0.4203 -3.9092 -2.3269 0.3 0.0 0.5
H -2.6410 -1.3069 -0.2269 -0.2 -0.3 -0.1
H 3.9390 5.0698 -0.9692 0.0 0.5 -0.1
C -0.8464 5.5462 -1.7025 -0.7 -0.5 -0.4
C 2.8465 5.1218 -0.9042 0.7 -0.4 -0.1

Record 2
81
Properties=species:S:1:pos:R:3:forces:R:3 method="wB97M-V/def2-TZVPD" e_lumo_ha="-0.08861 / -0.08276" multiplicity=2 de_lowest_ev=0.0000 e_homo_ev="-9.8 / -9.8" homo_lumo_gap_ha="0.271 / 0.277" total_charge=+1
N -3.8490 -0.5166 -20.4761 -0.7 -1.9 -1.0
F -5.8237 -1.5370 -19.5417 -0.7 0.1 0.2
C 0.7436 -2.3907 -19.5884 -0.3 -0.7 0.1
C -4.2063 4.5680 -22.8994 -0.2 -0.4 0.4
H -3.6274 5.0549 -23.6931 0.1 0.0 0.0
H 0.4956 -2.8346 -20.5544 0.2 0.3 -0.1
H -0.0866 -0.1479 -21.1480 0.1 0.0 0.1
H -5.3464 3.5720 -25.3455 0.0 -0.1 0.3
H -5.9727 6.5733 -24.2848 -0.2 -0.2 0.1
H -6.6138 7.0501 -21.3263 0.1 0.1 0.0
O -3.8662 1.8171 -16.9359 -0.1 -0.4 -0.3
S -3.1136 -0.5232 -21.9320 0.3 2.3 -0.4
C -1.6726 2.2155 -15.3637 0.2 0.3 0.2
H -3.9691 3.9673 -20.8347 -0.3 0.0 0.0
H -8.9274 3.1686 -19.4451 0.2 -0.3 0.2
H -7.7971 6.5858 -22.5239 0.0 0.1 0.0
C -1.0891 -1.2592 -18.4957 -0.9 -0.2 0.4
C 0.1994 -0.0324 -20.1064 0.4 0.5 0.2
C -3.9767 2.5135 -15.9307 -0.2 -0.2 0.0
C -6.3438 3.8917 -25.0400 -0.1 0.1 0.2
N -7.4102 1.9627 -20.3398 -0.5 -0.3 -0.1
H -7.5144 1.4734 -22.3576 -0.1 -0.2 0.0
H -2.5018 4.2711 -21.6820 0.1 0.3 0.2
C -3.5173 4.6618 -21.5447 0.6 -0.5 0.1
C -5.2524 -1.8417 -14.0874 -0.2 -1.1 -0.3
C -3.2237 3.3812 -13.8108 0.6 0.2 0.3
H -7.5279 4.5278 -23.3812 0.0 0.0 0.1
H -1.4626 2.2162 -16.4275 -0.1 -0.2 -0.1
C -8.6565 2.6989 -20.3890 -0.4 0.6 -0.4
H -1.6172 1.2061 -14.9532 0.1 -0.1 -0.1
O -3.9414 0.0317 -22.9407 -0.1 -0.2 0.0
H -4.8295 6.9892 -23.1011 0.1 -0.4 0.4
O -1.8825 -0.3170 -18.2829 -0.1 0.0 0.1
V -3.6927 0.6260 -18.7989 0.4 1.4 0.5
H -7.5437 0.0559 -21.2351 -0.2 0.1 -0.1
H -0.9462 2.8536 -14.8623 0.1 -0.1 0.0
H -6.5575 4.7894 -25.6225 -0.2 0.0 0.1
O -4.4120 -0.8662 -17.4212 0.5 0.2 -0.5
H -4.5799 -1.8757 -13.2333 0.1 0.5 0.0
O -2.9693 1.8582 -19.4024 -0.3 -0.3 0.0
H -0.2982 0.8223 -19.6522 -0.3 -0.2 -0.2
H -4.2444 3.4949 -23.1123 0.2 0.1 -0.3
H -1.1608 -2.2058 -17.9482 -0.2 0.0 0.0
H -2.5091 4.1875 -13.6297 -0.1 0.1 -0.1
N -0.1046 -1.2328 -19.3399 1.0 0.2 -0.6
H -4.2302 3.7804 -13.7449 -0.1 0.0 0.0
H -3.7085 -3.6268 -15.6110 0.2 -0.1 0.2
H -7.0493 3.1066 -25.3218 0.0 0.1 -0.2
O -5.1818 -2.3830 -21.6621 -0.4 0.1 -0.8
O -5.6651 1.2326 -19.1285 0.2 -0.2 0.2
H -5.7684 -2.8126 -14.0700 0.1 0.1 -0.1
C -6.8397 7.1010 -22.3926 -0.5 -0.3 0.2
H 1.2636 0.2015 -20.0343 0.1 -0.4 -0.1
H -6.0263 -1.0860 -14.0090 0.2 0.3 0.1
H 1.7948 -2.1257 -19.5272 0.0 0.2 -0.1
H 0.5641 -3.1868 -18.8613 -0.1 0.3 0.1
C -4.9239 -0.9365 -16.3091 -0.5 0.1 0.2
O -2.3454 -1.6842 -22.1418 0.4 -0.8 -0.1
N -4.5043 -1.7228 -15.3373 -0.1 0.1 0.7
H -9.4692 2.0411 -20.6978 0.0 -0.1 0.1
H -6.5135 3.1487 -23.0298 0.3 0.3 0.1
H -6.0498 0.9147 -21.5346 0.0 0.1 -0.1
S -4.6404 -1.9897 -20.4281 0.9 0.1 1.3
H -6.9974 8.1380 -22.6894 0.1 0.0 0.0
N -2.9809 2.7872 -15.1121 0.0 0.0 0.3
C -6.5167 4.1311 -23.5179 -0.2 0.0 -0.8
H -4.9407 2.9337 -15.6198 0.0 0.1 -0.1
H -3.0500 2.6547 -13.0113 -0.2 -0.1 -0.1
O -3.9015 -2.9091 -19.6414 0.1 -0.1 0.2
C -6.6753 1.9461 -19.2605 0.7 0.0 0.3
C -3.3614 -2.5986 -15.5197 0.1 0.2 -0.6
H -5.8214 -0.3552 -16.0740 0.0 0.1 0.1
C -5.7586 6.4200 -23.2093 0.0 0.9 -0.7
C -7.1270 1.0426 -21.4396 0.5 0.0 0.1
H -7.0108 2.6191 -18.4644 0.1 0.0 0.0
H -2.6247 -2.4503 -14.7328 -0.2 -0.2 0.3
H -2.8787 -2.3181 -16.4517 -0.1 -0.1 -0.1
H -8.5972 3.5207 -21.1098 0.1 -0.2 -0.1
N -5.5785 5.0284 -22.8715 -0.2 -0.2 0.3
H -3.4751 5.6336 -21.0520 0.0 0.2 -0.4
F -2.0572 0.6138 -21.6441 -0.4 -0.1 0.0

Record 3
71
Properties=species:S:1:pos:R:3:forces:R:3 method="wB97M-V/def2-TZVPD" e_lumo_ha="0.01814 / -0.13114" multiplicity=5 e_homo_ev="-5.5 / -8.7" homo_lumo_gap_ha="0.221 / 0.190"
H 2.1444 -3.6954 1.0111 -0.1 0.1 0.0
H -2.6742 2.4397 -0.3659 0.0 0.2 -0.1
C 1.9633 2.6159 -0.9639 -1.0 0.2 -0.3
O -3.9660 0.6229 0.8194 2.3 0.9 2.5
H -0.1255 -4.5006 0.7759 0.1 -0.1 0.2
C 3.1127 1.8880 -0.3214 0.7 -0.6 0.3
H -2.0556 -2.0318 -1.7984 -0.1 -0.3 0.0
C -2.1272 -2.6244 -0.8722 1.0 0.1 0.1
H -3.7080 -2.6629 0.6577 0.4 0.2 -0.3
C 0.2562 3.4636 1.4323 0.3 0.4 -1.4
H -3.8813 -1.4064 -0.6034 0.3 -0.3 0.4
O -2.8923 -0.6010 2.7074 0.1 2.6 -1.0
H 1.5448 -4.9502 -0.8795 0.0 0.0 0.1
H -0.3841 3.0047 -2.2812 -0.1 0.2 0.1
C 0.7659 -4.6404 -1.5754 0.2 -0.6 -0.6
H 0.3512 4.4767 1.0033 0.0 -0.3 0.3
H -2.9587 3.2965 -1.8613 -0.1 0.1 -0.2
C 2.0382 -2.5069 -1.8268 0.4 0.0 -0.1
Pd 0.2744 -0.2861 -0.0636 -1.6 -1.3 1.4
H 1.0574 -5.0012 -2.5649 0.1 -0.2 0.0
H -2.0661 -4.4229 -2.0652 0.1 -0.2 0.0
C -0.9661 4.7102 -1.1276 -0.4 1.0 -0.4
H -0.6558 -3.8573 3.2083 -0.1 0.0 -0.1
C -1.0520 3.3128 2.1327 -0.5 -0.2 1.0
H 2.2762 4.7011 -0.3495 0.0 -0.1 0.1
H 1.5952 -2.2541 1.9121 0.0 -0.2 -0.1
H 2.6620 -3.1800 -2.4091 0.1 -0.1 -0.2
H 1.5199 2.1345 2.6036 0.0 0.2 -0.1
H -1.8676 3.8547 1.6464 0.0 -0.1 0.1
H -3.5955 -4.0709 -1.2631 -0.1 -0.2 -0.1
H -2.0024 -3.8551 2.0746 0.1 0.1 -0.1
P -0.3601 -2.4263 -0.2604 0.6 -0.4 -0.5
C -0.0297 -3.4982 1.2074 -0.3 -0.4 -1.0
P 0.1691 2.3544 -0.0702 1.6 1.8 -0.9
C -3.1491 -1.9539 0.0171 -0.7 -0.4 -0.2
C -2.2718 2.6172 -1.3604 -0.8 0.1 -0.3
H -0.0147 5.2206 -0.9862 0.0 -0.2 0.1
C 2.3376 4.0647 -1.2348 0.1 0.6 -0.3
C -0.8932 3.2216 -1.3304 1.0 -0.6 0.1
H -1.2854 2.2517 2.1575 0.2 0.7 0.3
C 1.4354 3.1925 2.3379 0.2 0.0 0.6
H 0.0429 -2.8459 -2.5253 0.2 -0.3 0.1
H 3.3831 4.1252 -1.5656 -0.1 -0.2 0.0
H 1.7502 2.1467 -1.9345 -0.1 0.0 0.2
H 3.6726 1.3297 -1.0846 -0.1 0.1 0.2
H 1.7589 4.5399 -2.0321 -0.1 -0.1 0.2
H -1.4135 5.1446 -2.0301 0.0 0.1 0.1
Cl -2.9831 0.7530 2.0256 -2.8 -5.9 -2.6
H 1.2398 3.7464 3.2667 0.2 -0.1 -0.1
H 3.8340 2.5624 0.1413 -0.1 0.2 0.1
O -3.3696 1.7592 2.8858 -0.9 2.7 2.2
Cl 0.3647 -0.2124 2.4867 0.3 -0.1 -0.4
C -1.0493 -3.3691 2.3097 -0.5 0.1 0.6
O -0.9817 1.2982 0.4693 -2.7 -0.4 -0.3
H 2.5484 -2.3319 -0.8803 -0.1 0.0 0.0
C -2.5116 -4.0540 -1.1466 -0.4 -0.2 -0.5
H -2.2679 -4.7111 -0.3139 0.0 -0.1 0.0
H 1.6373 -0.2550 -0.5310 3.0 -0.6 -0.8
H -1.6280 4.9713 -0.2992 0.1 0.0 0.0
H -0.1576 -5.1552 -1.3128 0.1 0.1 0.0
H -2.2941 1.6657 -1.8909 0.0 -0.1 0.0
H 1.9931 -1.5584 -2.3572 0.0 0.1 0.1
H 1.5039 -3.8448 2.6446 0.0 0.0 -0.1
C 0.6717 -3.1362 -1.6649 -1.3 0.3 0.5
H -0.9792 3.6022 3.1871 -0.1 0.3 -0.2
H -1.2367 -2.3326 2.5819 0.0 0.0 0.0
H -2.6640 -1.2652 0.6633 0.1 0.3 0.3
C 1.3889 -3.3063 1.6989 0.5 0.1 0.3
H 2.8134 1.1610 0.4313 0.0 0.0 0.0
H -1.4829 0.3960 -0.2297 0.5 1.5 0.9
H 2.3827 3.5554 1.9329 -0.1 -0.1 -0.1

| no. | DFT total energy (Eh) | maximum force (Eh/bohr) |
| --- | --- | --- |
| 1 | -2889.72125 | 0.0970 |
| 2 | -3657.34511 | 0.0464 |
| 3 | -2743.63628 | 0.1369 |